Below is a structure of composition C8H14BIrN8S, with properties calculated with ωB97M-V with the def2-TZVPD basis set.

Element x y z (Å)
Ir (9.771, 6.814, 8.889)
B (10.427, 10.411, 9.290)
N (9.993, 9.393, 10.520)
C (9.950, 9.873, 11.812)
C (9.954, 8.805, 12.729)
C (10.070, 7.699, 11.913)
N (10.051, 8.055, 10.620)
N (10.175, 9.688, 7.900)
C (10.207, 10.222, 6.667)
C (10.438, 9.216, 5.696)
C (10.677, 8.071, 6.395)
N (10.431, 8.340, 7.742)
H (11.599, 10.615, 9.382)
H (9.788, 11.444, 9.326)
H (9.910, 10.961, 11.986)
H (9.848, 8.858, 13.799)
H (10.011, 6.666, 12.224)
H (9.983, 11.223, 6.364)
H (10.358, 9.347, 4.643)
H (10.726, 7.025, 6.032)
N (8.886, 4.910, 8.803)
N (7.605, 4.722, 9.361)
C (6.834, 5.800, 9.491)
N (5.631, 5.659, 10.056)
S (7.506, 7.303, 8.873)
H (8.806, 4.887, 7.761)
H (9.575, 4.149, 9.040)
H (7.639, 3.978, 10.092)
H (5.310, 4.820, 10.539)
H (5.009, 6.512, 10.057)
N (12.320, 5.022, 8.822)
C (11.395, 5.741, 8.940)
H (12.686, 4.115, 8.941)

Atoms 1-6, force components in eV/Å:
Ir 0.019 3.971 0.527
B -2.214 -1.607 -0.303
N 1.341 0.169 -0.323
C -0.149 0.393 2.403
C -0.020 2.959 -0.883
C -0.866 -0.612 -0.108

Properties
HOMO-LUMO gap (spin up / spin down) in eV: 7.1 / 5.2
Spin multiplicity: 6
Total charge: +3
HOMO energy (spin up / spin down) in eV: -16.61 / -19.47
Maximum force in eV/Å: 5.773